Arrangement a

Molecular formula: C6H15NO
Method: DFT, wB97M-V/def2-TZVPD

Values from the calculation:
LUMO level ... 0.62 eV
Kohn-Sham gap ... 8.2 eV
Net charge ... 0

Last column: natural (NBO) charge in e.
Atoms and positions in Å:
C (0.146, 1.190, 2.215)  -0.606
C (-0.286, -0.136, 1.563)  -0.415
N (-0.951, 1.101, -1.168)  -0.972
C (0.028, 0.090, -1.130)  0.315
C (0.494, -0.382, 0.238)  -0.102
C (1.883, -1.002, 0.234)  -0.642
C (0.603, -0.678, -2.392)  -0.719
H (-0.214, 2.157, 1.710)  0.234
H (-0.102, 1.170, 3.289)  0.213
H (1.273, 1.177, 2.172)  0.192
H (-1.307, -0.306, 1.293)  0.259
H (-0.007, -0.956, 2.290)  0.201
H (-0.284, -0.990, -0.443)  0.271
H (-0.541, 1.936, -1.743)  0.384
H (2.614, -0.449, -0.427)  0.219
H (1.780, -2.025, -0.040)  0.227
H (2.372, -0.955, 1.235)  0.236
H (1.551, -0.256, -2.912)  0.245
H (-0.180, -0.594, -3.200)  0.249
H (0.822, -1.789, -2.330)  0.233
H (-2.582, 0.525, -0.540)  0.499
H (-3.918, 0.895, -0.094)  0.461
O (-3.195, 0.275, 0.180)  -0.981

Arrangement b

Molecular formula: C6H15NO
Method: DFT, wB97M-V/def2-TZVPD

Values from the calculation:
SMILES string ... C=CC[C@H](C)NC.O
LUMO level ... 0.92 eV
Kohn-Sham gap ... 9.9 eV
Net charge ... 0

Last column: natural (NBO) charge in e.
Atoms and positions in Å:
C (1.374, 2.085, 1.232)  -0.418
C (0.642, 2.419, 0.206)  -0.162
C (0.093, 1.429, -0.828)  -0.465
C (0.146, -0.077, -0.586)  -0.043
C (0.037, -0.811, -1.959)  -0.600
N (-0.776, -0.760, 0.325)  -0.662
C (-0.928, -0.273, 1.705)  -0.418
H (1.898, 2.807, 1.849)  0.205
H (1.541, 1.052, 1.504)  0.191
H (0.338, 3.424, -0.073)  0.202
H (0.747, 1.629, -1.690)  0.223
H (-0.885, 1.735, -1.205)  0.208
H (1.144, -0.321, -0.210)  0.185
H (-0.950, -0.621, -2.373)  0.197
H (0.241, -1.864, -1.786)  0.221
H (0.849, -0.411, -2.548)  0.210
H (-1.694, -0.880, -0.072)  0.357
H (-0.119, -0.652, 2.331)  0.188
H (-0.836, 0.817, 1.729)  0.189
H (-1.912, -0.513, 2.090)  0.204
O (-0.070, -3.685, 0.295)  -0.959
H (-0.294, -2.794, 0.608)  0.488
H (-0.585, -3.738, -0.543)  0.458

Energies relative to the most stable structure are arrangement a 310.4; arrangement b 0.0, reported in kJ/mol.

Arrangement a

Molecular formula: C7H8
Method: DFT, wB97M-V/def2-TZVPD

Values from the calculation:
SMILES string ... C[C@@]12[C@@H]3[C@H]4[C@@H]3[C@@H]1[C@H]42
LUMO level ... 1.25 eV
Kohn-Sham gap ... 9.8 eV
Net charge ... 0

Last column: natural (NBO) charge in e.
Atoms and positions in Å:
C (-1.466, 0.166, 1.411)  -0.613
C (-0.382, 0.025, 0.391)  -0.003
C (1.087, 0.548, 0.352)  -0.233
C (1.025, 0.668, -1.156)  -0.224
C (1.489, -0.622, -0.516)  -0.225
C (0.028, -1.130, -0.503)  -0.237
C (-0.436, 0.172, -1.111)  -0.231
H (-2.328, -0.448, 1.131)  0.217
H (-1.141, -0.158, 2.407)  0.214
H (-1.803, 1.206, 1.487)  0.212
H (1.669, 1.141, 1.049)  0.227
H (1.559, 1.305, -1.848)  0.225
H (2.449, -1.126, -0.550)  0.226
H (-0.441, -2.052, -0.806)  0.226
H (-1.310, 0.303, -1.738)  0.220

Arrangement b

Molecular formula: C7H8
Method: DFT, wB97M-V/def2-TZVPD

Values from the calculation:
SMILES string ... Cc1ccccc1
LUMO level ... 1.12 eV
Kohn-Sham gap ... 10.0 eV
Net charge ... 0

Last column: natural (NBO) charge in e.
Atoms and positions in Å:
C (2.251, -0.460, -0.600)  -0.635
C (0.863, -0.149, -0.177)  -0.027
C (-0.060, -1.209, -0.074)  -0.197
C (-1.364, -1.009, 0.342)  -0.230
C (-1.786, 0.335, 0.391)  -0.205
C (-0.905, 1.414, 0.229)  -0.213
C (0.447, 1.169, -0.007)  -0.207
H (3.034, -0.036, 0.066)  0.218
H (2.494, -0.006, -1.576)  0.221
H (2.498, -1.522, -0.728)  0.216
H (0.399, -2.180, -0.261)  0.206
H (-2.170, -1.702, 0.102)  0.221
H (-2.741, 0.535, 0.878)  0.205
H (-1.254, 2.321, 0.718)  0.213
H (1.193, 1.894, 0.307)  0.212

Energies relative to the most stable structure are arrangement a 374.6; arrangement b 0.0, reported in kJ/mol.